No. 1
124
Properties=species:S:1:pos:R:3:forces:R:3 method="wB97M-V/def2-TZVPD" de_lowest_kj_mol=806.46 e_lumo_ev=0.060 e_homo_ev=-8.943 e_tot_ev=-61864.9388 multiplicity=1 gap_ev=9.0024
O -9.2456 -5.2853 -6.5855 -0.134 -0.683 0.529
O -2.0399 -1.7689 -6.9256 -5.620 8.488 0.399
H -0.4270 -7.2655 -1.1564 0.914 -0.416 -0.994
H -4.6571 -9.2690 -7.7764 -0.615 -1.361 -0.439
H -6.3667 -6.6061 -4.7744 -1.185 0.431 0.520
H -5.4170 -2.7513 -10.0187 -0.588 0.195 -0.561
O -4.0147 -5.9059 -4.0366 -2.004 -2.273 -6.447
H -2.3374 -2.9689 0.6029 -0.353 0.384 -0.047
C -4.5158 -6.3937 -5.2960 1.674 1.458 6.443
O -5.2492 -2.2753 -3.5833 -2.678 0.525 1.152
H -7.1477 -7.4962 -1.5047 -0.809 -0.603 1.046
H -1.1608 -8.3467 -9.5440 0.542 -0.707 -0.509
H -1.4255 -3.3192 -7.8539 0.157 0.018 0.106
O -10.4841 -10.1440 -4.2200 -0.558 -5.256 9.861
C -0.6477 -5.7101 -3.3620 0.445 -0.430 -1.138
H -6.1443 -10.8392 -9.3555 0.267 -0.052 -0.146
H -2.6111 -9.2679 -10.1787 -0.120 0.531 -0.826
H -5.2758 -3.4873 -5.2446 0.123 1.070 0.342
C -11.7477 -9.4346 -5.9032 -0.774 0.622 -0.168
H -2.7800 -6.4038 -6.2666 -0.724 0.163 -0.125
H -6.0958 -5.1889 -1.7612 0.032 -0.371 2.170
H -4.4769 -1.8235 -5.3791 -0.047 -0.230 -0.499
O -6.5418 -5.1173 -3.5004 0.927 3.474 -6.856
O -2.8453 -7.3515 -9.2876 -2.322 1.031 -0.593
H -9.7878 -10.2938 -5.9250 0.518 -0.663 -1.797
N -5.7152 -6.9228 -5.4497 -0.148 -0.335 -1.231
H -2.2177 -10.1848 -5.4577 -0.312 0.087 -0.163
H -9.5744 -6.1326 -6.9070 -0.139 0.335 0.260
H 0.5723 -1.6815 -6.2662 -0.215 -0.142 -0.289
H -5.1801 -9.6152 -10.1515 0.254 0.201 -0.609
H -6.9477 -9.4184 -9.9049 0.236 0.394 0.142
H -3.7268 -3.1938 -4.4920 -0.155 0.191 -0.456
H -7.6309 -5.9635 -7.6963 0.321 -0.619 -0.759
H -12.3080 -10.3541 -5.7874 0.032 -0.513 -0.487
H -1.8144 -7.2649 -2.5781 -1.630 -0.261 -0.352
H -4.0104 -4.7963 -6.9554 -0.017 1.670 -0.855
N -3.8050 -6.4339 -6.3964 4.232 0.368 -0.359
C -3.9956 -3.3028 -0.1249 -5.568 -6.426 -3.391
H -1.7870 -10.5204 -3.1204 0.356 -0.235 -0.493
O -0.0418 -7.5323 -2.0270 5.059 -2.131 7.835
H -10.3476 -11.0890 -4.3355 -0.282 -0.016 0.936
C -1.1614 -2.6601 -7.0026 3.480 -6.142 0.895
H -8.4098 -5.4735 -0.8540 -0.151 -0.386 0.743
C 0.1976 -2.1525 -7.1998 1.604 -0.320 1.480
H -1.6566 -5.3280 -3.5744 0.579 0.297 -0.442
H -5.0819 -8.7794 -4.4087 -0.692 0.141 0.176
O -5.6095 -5.0257 -8.8747 3.408 5.296 1.216
C -1.2858 -3.4762 -5.7051 2.293 -2.960 -0.781
H -9.7938 -7.7221 -4.4582 -0.687 0.634 0.472
C -0.5557 -8.0679 -4.1452 -0.884 -0.773 -0.008
H 0.6255 -6.9710 -6.4030 0.282 -0.244 0.510
H -3.2782 -11.3482 -2.7086 -0.016 0.559 -0.346
O -3.2069 -2.5525 0.4835 6.412 5.591 4.359
H -8.2271 -4.2470 -7.9600 0.329 -0.738 -0.644
O -0.9921 -6.0660 -7.1762 -0.095 -0.093 0.020
C -2.8134 -10.3498 -2.8463 -0.362 -1.051 -0.411
C -5.3678 -2.6942 -0.0829 -0.601 -0.067 -1.047
H -0.6589 -9.1395 -3.8690 0.290 0.792 -0.241
H -6.4019 -9.4636 -6.0610 -0.194 0.475 -0.074
H -2.6967 -9.9359 -1.8730 -0.478 0.726 0.905
H -6.1905 -3.3390 -0.4031 0.304 -0.255 0.225
H -3.1070 -8.4623 -3.6829 0.680 0.861 -0.238
C -8.2500 -5.0582 -1.8248 0.192 0.938 -0.302
C -6.0015 -9.7603 -9.4728 -0.357 -2.372 -0.527
H -1.1433 -5.3968 -7.8422 -0.394 0.378 -0.060
O -4.7676 -9.4160 -3.7579 -8.567 0.404 1.864
H -4.0601 -6.7647 -7.3139 -0.796 -0.367 -0.038
C -6.8834 -7.0650 -2.4354 0.213 -0.479 1.090
H -11.7909 -9.0554 -6.9186 -0.134 0.063 -0.122
H -5.9333 -7.0335 -6.4613 -0.555 -0.044 1.077
H -9.0567 -5.3869 -2.4623 -0.298 -0.094 -0.338
N -5.0054 -2.7454 -9.1184 -0.156 4.503 -1.515
H -8.3197 -3.9608 -1.7138 0.215 -0.388 -0.268
H 0.8030 -3.0349 -7.3448 0.731 0.104 -0.411
H -5.4135 -1.8654 -0.7774 0.067 0.539 -0.062
H -1.2628 -7.8639 -4.9455 -0.062 0.062 -0.168
C -4.9032 -3.8789 -8.5206 -2.866 -7.271 -0.263
C -0.8226 -7.1773 -2.9487 -3.709 2.359 -5.385
C 0.4210 -6.2492 -7.1637 -1.099 -0.257 0.322
H -9.5117 -7.8951 -6.1883 0.146 0.587 -0.588
H -3.4413 -2.6333 -2.1038 0.211 0.099 0.295
H -5.6085 -4.8649 -3.4364 -0.187 -0.225 -0.775
N -4.0626 -3.9005 -7.5153 0.793 -2.124 1.965
H -12.2867 -8.7930 -5.2052 0.046 0.543 -0.195
C -4.6824 -2.6835 -4.7333 1.391 -1.770 -1.980
C -3.5452 -3.5721 -1.5612 0.754 -1.216 -0.067
H -4.6662 -1.8197 -8.7365 -0.464 -2.002 -0.625
H -7.2450 -4.6124 -6.6667 -0.008 -0.371 0.888
H -4.5392 -2.0548 -3.0223 0.666 0.599 1.177
O -5.7744 -7.8781 -8.3499 -2.114 8.599 1.207
H -1.6748 -1.0294 -6.3599 -1.080 -0.962 -0.822
C -6.7054 -9.6699 -7.0865 0.430 0.740 -0.830
H -7.7299 -9.3033 -7.3252 0.643 -0.284 0.353
C -10.3760 -9.6336 -5.3399 1.635 4.607 -7.369
C -3.2712 -9.8968 -5.2925 1.801 -1.859 -0.911
H 0.0790 -5.7359 -4.2321 -1.055 0.598 0.718
H -2.1149 -4.2382 -5.8118 1.080 0.962 0.677
H -7.4691 -7.5258 -3.2127 -0.774 0.279 -0.322
C -5.7084 -9.1197 -8.1699 0.893 -6.915 2.457
H -0.1564 -5.1418 -2.5795 -0.103 0.136 0.313
H -5.9105 -7.4836 -2.5738 1.071 0.269 -0.340
H -2.2222 -6.6430 -9.3010 0.424 0.465 -0.125
C -8.0227 -5.0779 -7.2644 -0.478 2.235 -0.252
H -3.9044 -10.7666 -5.5955 0.445 0.239 0.882
H -4.0562 -4.2861 0.4584 -0.237 0.328 -1.019
H 0.9224 -5.3212 -6.9818 0.524 0.486 0.147
C -3.5142 -9.4367 -3.8689 6.923 -1.404 -0.886
H 0.6654 -6.6737 -8.0977 0.923 -0.395 -1.166
H -5.5256 -2.3375 0.9017 -0.455 0.390 0.996
H -4.1851 -4.2691 -2.1706 0.912 0.562 0.798
H -2.4939 -3.9470 -1.4473 -0.783 -0.136 -0.568
H -0.2760 -4.0024 -5.5628 -1.608 0.024 -0.208
H -8.4589 -8.6343 -4.9932 -0.189 -0.280 -0.204
H 0.4375 -7.8585 -4.5128 0.458 -0.129 0.013
H -3.5004 -3.1122 -7.2661 -0.056 0.381 0.140
H -3.5336 -9.2162 -6.0703 -0.095 1.272 -0.257
H 0.2836 -1.4287 -7.9639 0.123 0.550 -1.172
H -6.6545 -10.7433 -7.1500 -0.271 -0.513 -0.164
C -2.2131 -8.5657 -9.4566 1.003 -0.429 1.008
C -9.4974 -8.3840 -5.2394 0.215 -0.458 -0.281
H -2.3600 -9.0526 -8.5272 0.260 -1.055 1.109
H -5.3322 -7.6005 -9.1230 0.801 1.014 -1.373
C -6.9142 -5.5487 -2.3523 -0.992 -2.586 4.396
H -1.3151 -2.9227 -4.7839 -0.639 0.814 0.140



No. 2
12
Properties=species:S:1:pos:R:3:forces:R:3 method="wB97M-V/def2-TZVPD" smiles="CC1=N[C@@H]1CCl" de_lowest_kj_mol=224.53 e_lumo_ev=0.993 e_homo_ev=-9.885 e_tot_ev=-18255.1140 multiplicity=1 gap_ev=10.8782
H 0.6438 -0.6834 -2.0275 0.422 0.195 0.669
H -1.8047 1.5954 1.0721 -1.339 3.429 1.339
C 0.6783 -0.4667 0.0688 0.637 1.820 0.115
H 1.8187 -1.5663 -1.1629 1.202 -2.623 -0.016
C -1.6401 0.6608 0.7644 3.392 -5.517 0.091
N 0.4603 -0.9451 1.1941 0.141 -1.039 0.548
C 0.0166 0.4511 0.9519 -5.023 -1.919 -1.944
H 0.4485 1.2129 1.4493 1.634 2.396 1.667
H -2.1663 -0.2217 1.3657 0.891 2.178 -1.481
C 1.3780 -0.6433 -1.1851 -1.832 0.103 -1.752
H 2.1506 0.0244 -1.4983 0.226 1.089 0.468
Cl -1.9838 0.5818 -0.9924 -0.350 -0.112 0.295



No. 3
98
Properties=species:S:1:pos:R:3:forces:R:3 method="wB97M-V/def2-TZVPD" total_charge=+1 e_lumo_ev=-3.189 e_homo_ev=-10.671 e_tot_ev=-91557.0202 multiplicity=1 gap_ev=7.4822
H -0.1351 -5.6329 -8.1644 -0.083 0.063 0.103
C 5.7565 6.0326 -1.2820 -0.728 -0.451 -0.261
H -1.5171 1.8141 -0.8173 -0.784 -1.747 -0.233
H -1.6420 1.4187 -3.0931 0.099 -1.510 1.113
C -1.6163 -0.1752 0.1777 1.639 -0.443 -2.815
H 0.9916 1.5779 -2.4002 0.079 0.348 1.870
C -1.5865 0.4083 -2.5220 -1.309 0.871 -1.013
C 0.9948 0.4100 -0.4715 0.976 -0.085 -0.600
H -2.7481 -2.7638 6.7165 -0.546 0.099 -1.548
C 1.6501 -1.7693 5.7442 -1.165 -1.186 0.573
C -0.0541 1.6589 1.4766 -0.870 0.424 1.093
H 3.2698 1.3956 -1.8630 -0.781 1.139 1.124
C -2.0037 0.7846 -1.0293 -0.293 1.880 -0.377
F -5.0053 -0.2569 -0.3294 0.567 1.560 2.435
N -2.6099 -0.1945 1.3505 -1.016 -0.477 0.572
C 3.3863 4.8308 -1.0154 -0.304 0.743 -1.811
H -2.3494 -0.4367 -4.4238 -0.660 -0.175 1.726
H -1.0985 -3.3426 2.3907 0.872 0.736 1.316
C 2.7442 2.2065 -1.2237 -0.545 -0.542 -1.166
H 2.0012 0.2448 0.0840 -1.827 0.222 -0.534
H 3.9165 3.4331 -2.6635 -1.445 0.240 1.045
H 4.0087 4.5111 -0.1173 -1.111 0.358 -1.082
C 1.1675 1.7824 -1.2731 1.131 -0.062 -0.996
H 2.1229 3.8000 -2.6785 1.178 0.043 1.108
H 0.5301 -2.3169 -0.5548 -2.103 0.056 -0.013
H -1.7848 -6.4823 -4.7510 0.000 0.060 -0.059
F -3.0711 2.2251 1.3780 -0.731 -3.753 -0.598
F -6.1093 0.5240 1.4772 3.154 0.067 -1.772
F -4.0032 0.0944 -3.2790 1.787 -0.716 0.545
C -0.2922 -5.9512 -7.1334 0.100 -0.026 0.006
H -0.2711 -5.6247 -4.3307 -0.035 0.043 -0.088
H -3.2882 -0.9917 1.2200 0.910 0.361 -0.589
C 4.2656 5.8839 -1.9000 1.002 0.261 0.340
H 1.3998 -2.2660 6.7596 0.339 0.772 -1.531
C -1.7117 -1.7344 -0.3086 -0.981 -0.151 0.714
C -1.9794 -0.6318 2.6716 0.700 0.731 3.494
H -1.5856 -1.1562 5.1600 -1.484 0.004 -0.694
H 3.8014 6.9255 -1.9406 0.491 -1.406 0.126
H 6.1169 4.9675 -1.0701 -0.238 1.499 -0.191
H -0.8115 -6.9113 -7.1272 -0.033 0.081 0.013
H -0.5219 0.0632 -2.6957 -1.637 -0.021 0.387
O -0.0448 -3.0488 4.2806 1.049 0.787 -0.682
H -2.6864 -1.5806 -3.0342 -0.450 1.478 -0.149
H 5.6042 8.5638 -1.2315 0.328 -0.773 1.308
H -2.5051 -3.6042 5.0548 -0.704 1.372 1.111
H 0.5730 -2.5153 -2.6586 -1.173 -0.047 0.278
H 1.0184 -0.4009 -1.2756 -0.496 0.865 1.392
O 0.3481 -0.8039 1.4921 -1.161 0.460 -0.376
H -3.4230 -0.5975 5.2347 1.356 -0.502 -0.711
H -1.8493 -4.8767 -3.9861 0.037 0.010 -0.137
H 6.4884 6.5556 -1.9869 -1.039 -0.799 0.744
F -4.1432 0.9467 2.8183 1.854 -0.710 -2.486
H 0.9541 -0.8685 5.6585 1.129 -1.155 0.001
C -0.7569 -4.0922 -0.7572 0.471 -1.375 -1.600
F -0.1571 -4.7952 -1.8569 -1.312 1.417 2.884
F -0.1028 -4.5855 0.3878 -2.120 1.012 -2.206
S -1.3067 -4.7108 -6.3017 0.122 0.103 -0.043
C -1.2974 -5.5080 -4.6835 0.064 -0.031 0.067
C 1.3986 2.0581 2.0161 0.783 4.895 -2.224
H -4.1759 -3.0071 5.4971 1.689 0.640 0.371
H 2.7579 -1.5133 5.7847 -1.617 -0.360 -0.420
H -3.1081 1.0577 -1.1634 1.324 -0.737 0.596
F -5.2028 1.9729 0.0067 0.583 -3.143 1.560
O -0.3807 -2.4138 -2.4228 0.052 1.139 0.912
O 1.8206 3.2075 1.7069 -1.790 -4.962 1.475
H 0.4663 2.6363 -1.0215 0.988 -1.020 0.088
H 2.4136 5.3635 -0.7438 1.456 -0.816 0.217
H 4.4072 5.5381 -2.9830 -0.412 0.328 1.470
H -0.4622 2.5716 0.8978 1.052 -1.565 0.763
H 0.6726 -6.0421 -6.6311 -0.068 0.073 0.030
N -2.8200 -1.6751 3.3811 0.599 1.948 -0.146
C -4.9899 0.7173 0.6627 -2.683 2.334 -2.458
C -2.6887 -0.4829 -3.3202 1.641 0.203 -1.208
C 1.3273 -2.9000 4.6366 3.360 -0.335 0.329
C -0.5280 -2.4783 -0.9924 1.884 -2.429 -0.481
H 0.1243 -0.6807 3.5427 -1.429 -0.245 -1.313
C -0.4550 -1.1141 2.6331 1.140 -1.690 1.290
C -2.6648 -1.3653 4.8650 -0.885 -2.510 1.660
H 5.2912 8.7107 0.5802 0.934 -0.816 -1.109
C 3.0036 3.6019 -1.9730 1.147 -0.746 0.164
H 7.0180 8.4899 -0.0452 -1.432 -0.746 -0.236
C -0.2824 -2.7238 2.8810 1.635 0.058 -1.626
H 0.6971 -3.0072 2.3323 -1.605 0.589 0.661
H -1.9353 0.2375 3.4387 -0.360 -0.722 -2.035
F -2.1415 -4.4480 -0.8291 3.168 0.642 0.841
I 2.7000 0.8717 3.2739 -0.723 0.225 -0.501
C -0.1278 0.2794 0.6518 0.370 -0.077 0.937
C -3.0553 -2.7589 5.6175 0.196 -0.287 -0.906
O 2.2770 -3.5827 4.2115 -4.044 2.055 0.784
O -0.4888 -3.4633 -6.1909 -0.111 -0.339 0.141
C 5.9261 8.1666 -0.2053 -0.211 1.125 0.405
H 3.1958 2.1199 -0.1825 -0.716 0.454 -1.275
H -2.6953 -1.7766 -0.9175 1.767 -0.114 0.678
H -3.8249 -1.5127 3.2179 0.534 0.031 -0.133
O 5.7149 6.7495 -0.0251 0.345 0.544 -1.262
C -3.5889 0.9136 1.4721 -2.226 3.411 3.451
H -1.9334 -2.4282 0.5999 0.426 1.370 -1.176
H -0.7041 1.6776 2.4368 0.967 -0.426 -1.442



No. 4
70
Properties=species:S:1:pos:R:3:forces:R:3 method="wB97M-V/def2-TZVPD" total_charge=-2 de_lowest_kj_mol=0.00 e_lumo_ev="3.877 / 3.877" e_homo_ev="0.320 / 0.316" e_tot_ev=-184999.1891 multiplicity=1 gap_ev="3.5565 / 3.5601"
C 1.5736 3.6028 -2.4110 0.035 -0.054 -0.007
C -2.8655 -2.0481 -1.7381 -0.050 0.045 0.061
C 1.9019 -2.2936 -3.1438 0.077 0.078 0.008
C -4.9318 -0.3641 -1.2817 0.023 0.037 0.013
C 0.2892 3.5087 -1.8315 -0.049 0.052 0.022
H 4.1903 2.6732 0.9665 0.001 -0.003 0.003
Cl -4.2422 -4.3006 -1.1310 -0.013 -0.008 0.004
C 1.9285 0.2303 0.3445 -0.004 0.021 0.032
N 0.1653 1.1626 -2.3078 -0.140 -0.112 -0.121
C 2.0854 0.0496 -3.1224 -0.011 -0.044 0.027
Cl -1.5269 -3.0934 -2.1655 0.145 0.020 -0.113
H -0.3737 -3.6554 1.6574 0.006 0.005 0.015
C -2.9417 2.5435 1.8211 0.004 -0.023 0.015
H -2.8539 -0.9808 3.3786 0.007 0.008 -0.003
C -5.1124 -1.7234 -1.0578 -0.063 0.023 0.009
H 2.1017 4.5491 -2.4435 -0.003 -0.002 0.000
Cl -6.2645 0.7090 -1.0153 0.000 0.001 0.005
H -2.9642 3.5310 1.3736 -0.011 -0.004 -0.005
C -3.6956 0.1260 -1.7258 -0.017 -0.131 0.047
C 3.0316 1.0558 0.1615 0.032 -0.012 0.008
C 1.1086 0.3443 1.4694 0.001 -0.010 -0.040
H -1.0817 2.0280 0.9026 0.002 -0.018 0.013
C 3.5313 2.4831 -3.4600 -0.092 0.180 0.049
H -0.1048 -5.3748 3.4388 0.002 -0.001 0.000
H -0.0277 -0.5718 4.5852 0.003 -0.008 -0.003
C -3.9714 2.1322 2.6589 0.023 0.000 -0.018
C -0.0843 -4.3200 3.6908 -0.001 0.031 0.026
C -4.0605 -2.5945 -1.3211 0.052 -0.020 0.020
C 3.2044 -2.4481 -3.6024 0.053 -0.087 -0.009
C 2.5450 2.1428 2.2480 0.016 -0.003 -0.027
Cl -3.6157 1.8166 -2.1150 0.002 0.056 -0.044
H 3.6034 -3.4391 -3.7657 -0.010 0.006 0.001
C 3.9855 -1.2860 -3.8261 -0.065 0.032 0.022
H -4.8041 2.7942 2.8683 0.001 0.001 -0.003
H 0.2068 -4.6696 5.7935 -0.001 -0.002 0.001
N 1.3272 -1.1263 -2.9233 0.113 -0.141 -0.053
C -1.8209 0.3975 2.0960 0.027 0.099 -0.103
C -0.2133 -1.9963 2.9852 0.019 -0.035 0.035
C 0.1112 -2.5732 5.3261 -0.006 0.011 -0.014
O -0.6893 -1.5413 0.1903 0.023 -0.109 0.071
C -1.8826 1.6866 1.5511 -0.050 -0.023 0.049
N 4.2446 3.5615 -3.6602 -0.080 -0.104 0.000
C 3.3425 2.0141 1.1155 -0.025 -0.011 0.006
C -3.9281 0.8638 3.2206 0.009 -0.026 -0.006
H 5.0091 -1.3648 -4.1746 -0.002 -0.006 0.000
C 0.0893 -3.9267 5.0122 -0.002 0.001 -0.040
Cl -6.6301 -2.3398 -0.5001 0.028 0.004 -0.006
H 0.8078 1.4574 3.2888 0.003 0.002 -0.004
H 3.6323 0.9621 -0.7371 -0.017 -0.004 0.020
C 3.4622 -0.0467 -3.5959 -0.043 -0.007 0.007
H 0.2445 -2.2585 6.3556 0.001 0.003 -0.001
C -0.2332 -3.3627 2.6933 -0.006 0.015 0.026
H -1.3289 2.1872 -1.3801 -0.036 -0.015 -0.001
C -0.3517 2.2767 -1.8222 0.154 0.019 0.023
H 2.7755 2.9016 2.9885 -0.004 -0.003 0.006
Pd -0.5746 -0.7505 -2.3146 0.000 0.212 0.049
C 1.4895 1.2099 -2.8199 0.011 0.101 0.003
C 2.1828 2.4905 -2.9163 -0.076 -0.002 0.001
Se 5.8538 3.0270 -4.2874 0.152 0.081 -0.036
H 1.2891 -3.1682 -2.9436 -0.004 -0.001 0.001
C -0.0402 -1.6253 4.3210 -0.001 -0.025 -0.007
H -0.1971 4.3641 -1.3839 0.003 -0.016 0.007
H -4.7288 0.5322 3.8730 -0.001 0.001 -0.001
H 1.6669 -0.5022 -0.4106 0.039 -0.001 -0.013
C 1.4402 1.3187 2.4157 -0.025 -0.032 -0.007
C -2.5905 -0.6983 -1.9048 -0.074 0.137 -0.028
C -2.8651 0.0119 2.9382 -0.028 -0.023 -0.019
Si -0.4228 -0.7768 1.5324 -0.013 0.059 0.033
C 4.1862 1.2015 -3.7877 0.075 -0.210 -0.029
N 5.4123 1.2738 -4.2345 -0.116 0.000 0.023